Formula: C17H20N7O6
Source: OMol25
Level of theory: the ωB97M-V functional and the def2-TZVPD basis

Values from the calculation:
total charge: +1
HOMO: -11.6 eV
M: 418.39 g mol⁻¹
gap between HOMO and LUMO: 8.092 eV

CARTESIAN COORDINATES (ANGSTROEM)
N (-0.020, 0.856, 0.139)
C (-1.349, 1.226, 0.741)
C (-1.727, 0.117, 1.814)
N (-0.653, -0.727, 2.265)
C (-1.376, -1.621, 3.173)
N (-0.760, -2.620, 3.820)
C (-1.393, -3.608, 4.725)
C (-1.656, -3.080, 6.207)
O (-2.095, -1.956, 6.506)
O (-1.422, -3.970, 7.303)
N (-2.776, -1.301, 3.276)
N (-2.964, -0.229, 2.434)
H (0.023, 1.434, -0.721)
H (-0.050, -0.114, -0.221)
H (-2.164, 1.205, -0.092)
H (-1.240, 2.280, 1.154)
H (0.249, -2.739, 3.627)
H (-2.346, -4.026, 4.233)
H (-0.655, -4.489, 4.820)
H (-0.996, -4.796, 6.965)
H (-3.496, -1.777, 3.842)
H (-3.856, 0.253, 2.274)
C (-1.529, -1.860, -6.041)
C (-1.288, -2.720, -4.973)
C (-1.370, -2.249, -3.669)
C (-1.700, -0.913, -3.444)
C (-1.936, -0.045, -4.509)
C (-1.848, -0.525, -5.811)
N (-1.813, -0.418, -2.073)
O (-1.582, -1.203, -1.161)
O (-2.138, 0.754, -1.913)
H (-1.469, -2.233, -7.059)
H (-1.038, -3.759, -5.159)
H (-1.180, -2.928, -2.845)
H (-2.188, 0.996, -4.343)
H (-2.032, 0.141, -6.647)
C (2.875, 2.158, 0.380)
C (3.800, 1.638, -0.520)
C (4.613, 2.493, -1.255)
C (4.494, 3.870, -1.078)
C (3.564, 4.397, -0.185)
C (2.753, 3.535, 0.545)
N (5.366, 4.774, -1.832)
O (6.155, 4.276, -2.620)
O (5.255, 5.972, -1.627)
H (2.246, 1.488, 0.956)
H (3.890, 0.564, -0.645)
H (5.331, 2.076, -1.953)
H (3.463, 5.468, -0.045)
H (2.028, 3.935, 1.245)

Results of the Mulliken charge analysis, in e, for atoms 1 through 2: -0.50, -0.29

Formula: C4H2BrFS
Source: OMol25
Level of theory: the ωB97M-V functional and the def2-TZVPD basis

Values from the calculation:
relative energy (zero: lowest compared OMol25 entry of this formula, charge and spin): 132.8 kcal per mole
HOMO (spin up / spin down): -8.5 / -8.5 eV
M: 181.03 g mol⁻¹
gap between HOMO and LUMO (spin up / spin down): 7.271 / 7.272 eV

CARTESIAN COORDINATES (ANGSTROEM)
C (-0.912, -0.970, -0.450)
C (-0.296, -0.379, 0.565)
C (-0.817, -0.062, -1.533)
C (1.860, 0.919, 1.078)
F (-1.720, -0.252, -2.450)
S (0.416, 1.279, 0.412)
Br (2.971, 2.324, 1.460)
H (-1.367, -2.000, -0.616)
H (-0.136, -0.861, 1.533)

Results of the Mulliken charge analysis, in e, for atoms 1 through 2: 0.29, -0.47

Formula: C13H13F10N2O6S2SiV
Source: OMol25
Level of theory: the ωB97M-V functional and the def2-TZVPD basis

Values from the calculation:
total charge: -1
<S²>: 3.76
multiplicity: 4
HOMO (spin up / spin down): -4.4 / -5.1 eV
M: 626.40 g mol⁻¹
gap between HOMO and LUMO (spin up / spin down): 7.186 / 7.886 eV

CARTESIAN COORDINATES (ANGSTROEM)
V (-0.734, 0.125, 0.321)
C (3.361, -1.794, -0.796)
Si (2.281, -0.282, -1.061)
C (3.418, 1.153, -1.443)
C (1.207, -0.618, -2.557)
N (1.251, -0.060, 0.310)
C (1.716, -0.163, 1.604)
C (3.041, 0.071, 2.023)
C (3.434, -0.096, 3.342)
C (2.531, -0.500, 4.318)
C (1.211, -0.735, 3.948)
C (0.859, -0.564, 2.639)
F (-0.463, -0.816, 2.273)
H (4.079, -1.919, -1.615)
H (2.726, -2.686, -0.758)
H (3.920, -1.741, 0.141)
H (3.749, 1.101, -2.488)
H (4.312, 1.138, -0.812)
H (2.918, 2.112, -1.296)
H (1.732, -1.292, -3.241)
H (0.964, 0.295, -3.107)
H (0.270, -1.102, -2.270)
H (3.755, 0.421, 1.286)
H (4.465, 0.102, 3.616)
H (2.839, -0.625, 5.347)
H (0.464, -1.057, 4.664)
F (-4.021, -3.336, -1.413)
C (-3.657, -2.937, -0.208)
F (-2.882, -3.879, 0.336)
F (-4.714, -2.775, 0.560)
S (-2.630, -1.367, -0.307)
O (-2.992, -0.587, 0.870)
O (-1.268, -1.895, -0.310)
N (-2.914, -0.621, -1.669)
S (-4.384, 0.038, -1.834)
O (-4.527, 0.547, -3.159)
O (-5.402, -0.810, -1.274)
C (-4.459, 1.580, -0.757)
F (-3.266, 1.940, -0.293)
F (-5.267, 1.365, 0.272)
F (-4.953, 2.577, -1.493)
F (-1.351, 3.554, -1.548)
C (-0.373, 2.772, -1.115)
F (-0.769, 1.464, -1.430)
F (0.700, 3.001, -1.861)
C (-0.105, 2.945, 0.411)
O (0.351, 4.024, 0.717)
O (-0.423, 1.933, 1.117)

Results of the Mulliken charge analysis, in e, for atoms 1 through 2: 0.70, -1.18

Formula: C16H22N2OS2
Source: OMol25
Level of theory: the ωB97M-V functional and the def2-TZVPD basis

Values from the calculation:
relative energy (zero: lowest compared OMol25 entry of this formula, charge and spin): 3.0 kcal per mole
HOMO: -8.2 eV
M: 322.50 g mol⁻¹
structure (SMILES): CCC(C)(C)NC(=O)CCCSc1nc2ccccc2s1
gap between HOMO and LUMO: 8.690 eV

CARTESIAN COORDINATES (ANGSTROEM)
C (5.764, 0.520, 1.311)
C (4.363, 1.039, 1.621)
C (3.460, 1.237, 0.393)
C (2.132, 1.862, 0.838)
C (4.121, 2.130, -0.658)
N (3.195, -0.083, -0.182)
C (2.449, -0.323, -1.280)
O (1.922, 0.538, -1.951)
C (2.286, -1.805, -1.609)
C (0.874, -2.261, -1.228)
C (0.681, -2.255, 0.281)
S (-1.016, -2.741, 0.760)
C (-1.907, -1.295, 0.433)
N (-3.184, -1.270, 0.480)
C (-3.685, -0.027, 0.234)
C (-5.032, 0.322, 0.213)
C (-5.376, 1.629, -0.060)
C (-4.404, 2.593, -0.313)
C (-3.060, 2.271, -0.297)
C (-2.709, 0.963, -0.022)
S (-1.120, 0.265, 0.066)
H (6.348, 1.270, 0.784)
H (5.731, -0.379, 0.699)
H (6.281, 0.281, 2.237)
H (4.448, 1.997, 2.138)
H (3.864, 0.346, 2.305)
H (1.456, 1.918, -0.011)
H (2.297, 2.864, 1.222)
H (1.666, 1.262, 1.618)
H (4.998, 1.645, -1.079)
H (4.416, 3.076, -0.213)
H (3.417, 2.320, -1.463)
H (3.557, -0.870, 0.331)
H (3.035, -2.415, -1.101)
H (2.410, -1.919, -2.687)
H (0.692, -3.268, -1.609)
H (0.158, -1.584, -1.697)
H (0.877, -1.272, 0.709)
H (1.322, -2.994, 0.762)
H (-5.774, -0.435, 0.411)
H (-6.418, 1.911, -0.079)
H (-4.702, 3.609, -0.526)
H (-2.302, 3.014, -0.494)

Results of the Mulliken charge analysis, in e, for atoms 1 through 2: -1.24, -1.00

Formula: C8H14N2O4
Source: OMol25
Level of theory: the ωB97M-V functional and the def2-TZVPD basis

Values from the calculation:
relative energy (zero: lowest compared OMol25 entry of this formula, charge and spin): 79.8 kcal per mole
HOMO: -8.4 eV
M: 202.21 g mol⁻¹
structure (SMILES): O=C(O)[C@H](CO)NC(=O)[C@@H]1CCCN1
gap between HOMO and LUMO: 8.551 eV

CARTESIAN COORDINATES (ANGSTROEM)
O (1.020, -1.107, 1.537)
C (1.444, -0.975, 0.416)
O (1.641, -2.030, -0.417)
C (1.565, 0.396, -0.230)
C (3.122, 0.879, -0.130)
O (3.893, -0.098, -0.571)
N (0.724, 1.417, 0.234)
C (-0.606, 1.394, 0.115)
O (-1.152, 2.366, 0.633)
C (-1.514, 0.220, -0.719)
C (-2.967, 0.625, -0.760)
C (-3.713, -0.566, -0.234)
C (-2.687, -1.187, 0.630)
N (-1.455, -1.167, -0.276)
H (1.915, -1.677, -1.277)
H (1.477, 0.368, -1.429)
H (3.235, 1.098, 0.997)
H (3.123, 1.813, -0.703)
H (4.885, 0.080, -0.474)
H (1.054, 1.979, 1.094)
H (-1.005, 0.189, -1.655)
H (-3.144, 1.641, -0.206)
H (-3.139, 0.922, -1.761)
H (-3.914, -1.420, -0.982)
H (-4.633, -0.311, 0.457)
H (-2.542, -0.535, 1.503)
H (-2.887, -2.252, 0.767)
H (-0.391, -1.410, -0.018)

Results of the Mulliken charge analysis, in e, for atoms 1 through 2: -0.53, -0.05